Below is 5 unconnected molecules or ions with the total composition C32H75BF3N4O18P4 in a non-equilibrium geometry, with properties calculated with the ωB97M-V functional and the def2-TZVPD basis.

Its molecular weight is 995.7 g mol⁻¹. For the gap between HOMO and LUMO, the calculation gives 7.51 eV. For the HOMO energy, the calculation gives -0.4115 Eh. The LUMO energy is -0.13548 Eh.

Geometry as ORCA input:
```
! RIJCOSX wB97M-V def2-TZVPD def2/J DEFGRID3
* xyz 1 1
C -3.656 5.968 9.862
C -2.131 5.364 9.600
C -2.306 3.719 9.551
C -1.013 2.936 8.913
C 0.449 3.515 9.388
C 1.675 2.411 9.226
C 1.427 1.303 8.043
C 1.470 2.015 6.531
C 3.003 1.703 5.944
C 3.075 0.183 5.319
C 3.970 0.093 3.912
C 3.370 -1.055 2.861
C 4.434 -1.404 1.631
C 3.728 -1.304 0.136
C 4.619 -1.986 -1.068
N 4.179 -1.472 -2.460
B 4.805 -0.169 -2.862
C 6.200 -0.050 -3.728
O 4.178 1.133 -2.443
C 3.310 -2.285 -3.101
N 2.712 -3.643 -2.684
C 1.796 -4.221 -3.746
N 1.892 -3.117 -4.779
N 2.711 -2.019 -4.427
C 2.712 -0.964 -5.474
O 3.716 -1.336 -6.499
C 3.906 -0.267 -7.491
F 4.979 0.687 -7.097
F 2.699 0.536 -7.791
F 4.285 -0.951 -8.783
H -4.118 5.300 10.729
H -3.639 7.108 10.131
H -4.297 5.712 8.898
H -1.457 5.730 10.489
H -1.785 5.806 8.567
H -3.259 3.480 8.881
H -2.579 3.349 10.648
H -1.069 1.804 9.265
H -1.011 2.933 7.731
H 0.708 4.466 8.719
H 0.435 3.827 10.538
H 2.680 2.997 9.032
H 1.810 1.829 10.251
H 0.442 0.648 8.195
H 2.321 0.522 8.112
H 0.688 1.553 5.790
H 1.350 3.182 6.590
H 3.711 1.764 6.902
H 3.377 2.548 5.214
H 1.982 -0.224 5.064
H 3.574 -0.545 6.113
H 5.075 -0.167 4.273
H 4.019 1.160 3.432
H 3.119 -1.988 3.532
H 2.365 -0.609 2.433
H 4.986 -2.437 1.818
H 5.237 -0.525 1.660
H 3.573 -0.137 -0.058
H 2.647 -1.775 0.260
H 4.700 -3.152 -1.019
H 5.731 -1.578 -0.918
H 7.161 -0.075 -3.022
H 6.200 0.901 -4.428
H 6.246 -1.006 -4.423
H 4.925 1.801 -2.371
H 1.206 -5.242 -3.770
H 1.363 -3.200 -5.698
H 2.819 0.149 -5.102
H 1.658 -1.008 -6.034
C -2.760 -9.358 -5.404
O -1.882 -8.272 -5.187
P -2.029 -7.393 -3.846
O -1.002 -6.316 -3.690
O -2.030 -8.486 -2.666
C -0.807 -9.130 -2.373
O -3.555 -6.883 -3.874
C -3.846 -5.716 -4.615
H -2.166 -10.239 -5.658
H -3.366 -9.585 -4.524
H -3.419 -9.121 -6.242
H 0.040 -8.643 -2.862
H -0.867 -10.169 -2.708
H -0.651 -9.113 -1.291
H -4.298 -5.996 -5.568
H -2.954 -5.112 -4.802
H -4.560 -5.114 -4.048
C 0.572 -0.571 -12.599
O 1.509 0.318 -13.171
P 3.010 -0.191 -13.453
O 3.893 0.813 -14.126
O 2.807 -1.556 -14.280
C 2.358 -1.449 -15.614
O 3.528 -0.704 -12.019
C 4.069 0.254 -11.132
H -0.337 -0.554 -13.206
H 0.945 -1.597 -12.555
H 0.330 -0.233 -11.590
H 2.403 -0.420 -15.981
H 1.326 -1.805 -15.669
H 2.986 -2.080 -16.249
H 3.325 0.504 -10.374
H 4.381 1.165 -11.648
H 4.942 -0.183 -10.640
C -8.428 4.321 4.250
O -7.771 5.080 5.245
P -6.335 4.597 5.787
O -5.703 5.516 6.785
O -5.470 4.376 4.448
C -5.061 5.527 3.739
O -6.594 3.097 6.308
C -7.092 2.932 7.619
H -8.735 4.994 3.446
H -7.788 3.542 3.831
H -9.317 3.859 4.684
H -5.217 6.442 4.317
H -5.631 5.589 2.808
H -3.999 5.434 3.500
H -8.162 2.719 7.575
H -6.925 3.816 8.240
H -6.582 2.083 8.080
C -3.352 1.963 0.450
O -2.178 2.220 1.193
P -1.598 1.082 2.172
O -0.313 1.439 2.853
O -1.513 -0.225 1.239
C -0.507 -0.255 0.248
O -2.824 0.749 3.160
C -2.998 1.572 4.295
H -3.162 2.215 -0.596
H -3.660 0.916 0.508
H -4.158 2.596 0.826
H 0.226 0.545 0.384
H -0.975 -0.150 -0.734
H 0.006 -1.219 0.297
H -3.808 2.278 4.108
H -2.089 2.122 4.550
H -3.270 0.939 5.144
*
```